[1]
# C17H33BN6Si2Ti

A structure of composition C17H33BN6Si2Ti (ωB97M-V/def2-TZVPD, OMol25).

```
60
Properties=species:S:1:pos:R:3
H 0.5444 3.2541 -0.3306
N 0.0252 1.6891 -1.6838
B -0.4856 0.3450 -3.8155
N -0.0935 1.6623 -3.0634
C 0.1576 2.8678 -3.5557
Ti -0.2187 -0.0644 -0.6379
H 0.1333 3.0083 -4.6189
C 0.4338 3.7394 -2.5050
H 0.6611 4.7830 -2.5900
C 0.3637 2.9704 -1.3426
H -0.4610 0.4989 -4.9539
C -1.6275 -1.5601 0.4611
H -1.7078 -1.8451 1.4995
H -0.8833 -2.2644 0.0180
H -2.5270 -1.7010 -0.1277
N -1.9595 -0.0257 -3.3710
N 0.5087 -0.8142 -3.3938
N -2.1468 -0.1655 -2.0153
N 0.6662 -1.1782 -2.0520
C -3.1068 -0.2210 -4.0355
C 1.2908 -1.5712 -4.1601
H -3.1658 -0.1685 -5.1150
H 1.3188 -1.4105 -5.2263
C -4.1103 -0.4917 -3.0874
C 1.9960 -2.4664 -3.3352
C -3.4702 -0.4261 -1.8386
C 1.5815 -2.1962 -2.0196
H -5.1449 -0.7195 -3.2530
H 2.7213 -3.1927 -3.6518
H -3.8792 -0.6216 -0.8406
H 1.8627 -2.6655 -1.0976
H -1.5273 -0.3969 0.6519
C 0.6539 -1.8699 3.6041
Si 1.6670 -1.1488 2.1952
C 3.2952 -0.5066 2.8788
C 2.1723 -2.6819 1.2587
C 0.8217 0.2441 1.1130
Si -0.2008 1.2546 2.4600
C 0.8533 1.6753 3.9757
C -0.6667 2.9604 1.8306
C -1.8102 0.5174 3.1361
H 1.2846 -2.6942 3.9988
H -0.2768 -2.3203 3.2159
H 0.4287 -1.1700 4.4252
H 3.7713 -1.3188 3.4596
H 3.9905 -0.2492 2.0588
H 3.2069 0.3657 3.5480
H 1.3129 -3.1311 0.7316
H 2.9870 -2.4565 0.5449
H 2.5334 -3.4121 2.0073
H 1.7619 0.7696 0.7132
H 1.7867 2.1753 3.6454
H 0.2700 2.3946 4.5926
H 1.0966 0.8044 4.6141
H -1.3466 2.9081 0.9638
H -1.1650 3.5123 2.6491
H 0.2518 3.5122 1.5577
H -2.5928 0.3924 2.3651
H -1.6494 -0.4383 3.6679
H -2.1873 1.2595 3.8762
```

orbital gap (alpha / beta)	6.329 / 8.696	eV
LUMO energy (alpha / beta)	0.68 / 0.59	eV
expectation value of S²	2.006
spin multiplicity	3



[2]
# C17H33Br2F3N2O6P3Y

A structure of composition C17H33Br2F3N2O6P3Y (ωB97M-V/def2-TZVPD, OMol25).

```
67
Properties=species:S:1:pos:R:3
Y -0.6399 -0.7908 -0.4772
N 2.1950 -3.2991 2.3740
C 1.8436 -1.8334 2.3098
C 2.5273 -1.0752 3.4356
P 0.0140 -1.5981 2.4598
O -0.4337 -2.9213 1.5538
O -0.4396 -1.7740 3.8448
O -0.3029 -0.3735 1.6473
P 2.4953 -1.3380 0.6191
O 2.9997 0.1744 0.7495
O 3.6452 -2.2917 0.4671
O 1.4040 -1.3646 -0.4112
H 2.3803 -3.6240 3.3181
H 3.0403 -3.3494 1.7050
H 1.4178 -3.8363 1.9744
H 2.1856 -1.4597 4.3981
H 2.2359 -0.0268 3.3852
H 3.6157 -1.1398 3.3711
H -1.2697 -3.2264 1.9462
H 3.9592 0.2002 0.8907
F -0.9806 0.3949 -3.3746
C -0.8669 -0.8072 -2.6710
F -1.9743 -1.5183 -3.0958
F 0.1915 -1.4421 -3.3035
C -3.0157 2.2918 -1.7058
C -1.6738 3.0273 -1.6042
C -1.9080 4.4954 -1.2499
P -0.5102 2.0504 -0.5196
C -0.6545 2.6446 1.2438
C -0.1317 4.0349 1.5989
C -2.0893 2.4323 1.7376
C 1.2075 2.5772 -1.0419
C 1.3970 4.0470 -1.4151
C 1.6796 1.6972 -2.2054
H -3.6481 2.7800 -2.4510
H -3.5489 2.3036 -0.7543
H -2.8866 1.2534 -2.0067
H -1.1925 2.9736 -2.5865
H -2.4814 4.5904 -0.3279
H -2.4935 4.9588 -2.0473
H -0.9846 5.0600 -1.1465
H -0.0283 1.9204 1.7681
H -0.6754 4.8289 1.0888
H 0.9312 4.1320 1.3757
H -0.2566 4.1861 2.6741
H -2.7603 3.2010 1.3517
H -2.1203 2.4777 2.8279
H -2.4735 1.4545 1.4414
H 1.8254 2.3493 -0.1674
H 0.8487 4.2903 -2.3266
H 2.4564 4.2282 -1.6122
H 1.0846 4.7258 -0.6243
H 1.0367 1.8232 -3.0766
H 1.6916 0.6405 -1.9387
H 2.6956 1.9746 -2.4968
Br -0.7251 -8.0356 -0.4895
C -0.6963 -6.1712 -0.8211
C -1.8774 -5.4716 -0.9806
C -1.7988 -4.1017 -1.1872
N -0.6480 -3.4329 -1.2260
C 0.4796 -4.1358 -1.1227
C 0.5137 -5.5046 -0.9152
H -2.8377 -5.9646 -0.9406
H -2.7021 -3.5203 -1.3143
H 1.4023 -3.5767 -1.2184
H 1.4554 -6.0290 -0.8340
Br -3.1297 -1.1864 0.1304
```

orbital gap	8.799	eV
ΔE to the lowest compared entry with this formula, charge and spin	31.3	kcal/mol
LUMO energy	-0.16	eV
spin multiplicity	1



[3]
# C17H33Cl14N3O3

A cluster of 8 separate species, C17H33Cl14N3O3 in total (ωB97M-V/def2-TZVPD, OMol25).

```
70
Properties=species:S:1:pos:R:3
Cl 5.3546 -1.1065 -1.8580
C 3.9299 -2.1675 -1.7888
C 4.2076 -3.5470 -2.2535
Cl 4.5104 -3.5972 -4.0244
H 3.1029 -1.7357 -2.3454
H 3.6022 -2.2142 -0.7479
H 3.3524 -4.1837 -2.0579
H 5.0972 -3.9571 -1.7842
Cl -1.3982 -0.1210 -3.8946
C -2.6998 0.9637 -4.4486
C -4.0742 0.4365 -4.1455
Cl -4.4272 -1.0861 -5.0048
H -2.5847 1.0208 -5.5341
H -2.5036 1.9542 -4.0562
H -4.8320 1.1514 -4.4617
H -4.2201 0.2710 -3.0781
Cl 5.8267 3.4666 2.2930
C 4.6225 2.8270 1.1444
C 5.1726 2.7737 -0.2562
Cl 3.8253 2.4685 -1.4094
H 3.7481 3.4690 1.2012
H 4.3484 1.8277 1.4717
H 5.8516 1.9296 -0.3710
H 5.7097 3.6628 -0.5670
C -0.2015 -3.5959 -2.5285
O 0.6751 -3.1170 -1.8358
N -1.5102 -3.5089 -2.2657
C -2.5121 -3.8622 -3.2531
C -1.9651 -2.9225 -1.0289
H 0.0042 -4.1302 -3.4690
H -2.8604 -2.9426 -3.7317
H -3.3779 -4.2865 -2.7423
H -2.1273 -4.5639 -3.9847
H -2.8883 -3.4123 -0.7108
H -1.2231 -3.0481 -0.2447
H -2.1784 -1.8514 -1.1367
C -4.7057 1.0837 3.3470
O -4.6218 0.4228 4.3606
N -3.8079 1.9831 2.9143
C -3.9972 2.6411 1.6341
C -2.5307 2.1108 3.5747
H -5.5778 0.9802 2.6767
H -4.4397 1.9591 0.9152
H -3.0254 2.9728 1.2700
H -4.6033 3.5481 1.7382
H -2.4845 1.5232 4.4820
H -1.7240 1.7365 2.9216
H -2.2614 3.1570 3.7427
C -0.9614 0.4601 0.8611
O -1.2807 0.7516 1.9745
N 0.3199 0.3525 0.4295
C 0.6679 -0.2070 -0.8439
C 1.4003 0.8389 1.2181
H -1.6963 0.2327 0.0718
H 1.2974 -1.0895 -0.7658
H 1.2728 0.4874 -1.4473
H -0.2327 -0.4548 -1.3984
H 2.2272 1.0542 0.5387
H 1.1253 1.7503 1.7560
H 1.7034 0.1267 1.9916
C 0.8188 -3.0058 2.8204
Cl -0.7515 -2.3228 3.1965
Cl 0.8647 -4.7086 3.3457
Cl 1.0798 -2.9072 1.0667
Cl 2.0705 -2.0857 3.6821
C 1.6995 4.6698 4.5802
Cl 1.5449 6.0014 3.4266
Cl 0.0941 4.1539 5.0936
Cl 2.4954 3.3184 3.7756
Cl 2.6630 5.2002 5.9583
```

orbital gap	8.442	eV
ΔE to the lowest compared entry with this formula, charge and spin	0.0	kcal/mol
LUMO energy	0.07	eV
spin multiplicity	1



[4]
# C17H34IO10P

A cluster of 5 separate species, C17H34IO10P in total (ωB97M-V/def2-TZVPD, OMol25).

```
63
Properties=species:S:1:pos:R:3
C 4.5485 2.6901 1.4400
C 3.4347 1.4873 1.1394
O 3.5039 0.4359 2.2063
C 1.8907 2.1205 1.2639
O 1.0033 1.1185 0.6605
C -0.4168 1.3712 0.9348
I -1.1523 -0.0048 2.5237
O -1.1339 1.0878 -0.3531
C -2.4952 0.5954 -0.0969
O -3.5583 1.4252 0.0517
P -0.8687 3.1569 1.4122
O -0.4626 3.5634 3.0524
O -0.3393 4.3414 0.2556
H 4.1891 3.3025 2.3951
H 4.6224 3.4726 0.5522
H 5.6179 2.2628 1.6741
H 3.5928 0.9643 0.0983
H 4.0305 -0.3572 1.8754
H 1.7308 2.3106 2.4071
H 1.9376 3.1228 0.6180
H -2.7350 -0.5567 -0.0712
H -0.0908 2.7608 3.5494
H 0.1463 3.8314 -0.4593
C -1.6840 -3.4867 -2.2527
C -2.1347 -3.3586 -0.8221
O -2.4893 -2.2757 -0.3589
C -2.1349 -4.6064 0.0198
H -1.7359 -2.5067 -2.7386
H -0.6501 -3.8394 -2.2862
H -2.3396 -4.1779 -2.7882
H -1.1210 -5.0092 0.0873
H -2.8105 -5.3475 -0.4146
H -2.4835 -4.3633 1.0291
C -0.1850 -0.7422 -4.8800
C 0.9201 -1.6661 -4.4430
O 0.6757 -2.7736 -3.9669
C 2.3358 -1.1829 -4.6111
H -1.1524 -1.2227 -4.6994
H -0.1427 0.1859 -4.3043
H -0.0928 -0.5320 -5.9484
H 2.4904 -0.2743 -4.0236
H 2.5402 -0.9923 -5.6676
H 3.0272 -1.9534 -4.2537
C -5.6222 -1.8012 -2.0099
C -5.2808 -2.5469 -3.2722
O -4.1196 -2.6338 -3.6682
C -6.4149 -3.1823 -4.0311
H -4.7055 -1.3959 -1.5687
H -6.2963 -0.9720 -2.2391
H -6.0857 -2.4810 -1.2906
H -7.1245 -2.4146 -4.3502
H -6.9138 -3.9236 -3.4018
H -6.0200 -3.6858 -4.9198
C 3.3838 4.1628 6.0422
C 4.4879 3.2109 5.6667
O 5.3173 3.5026 4.8064
C 4.5382 1.8887 6.3842
H 3.4724 5.0756 5.4438
H 2.4129 3.7041 5.8389
H 3.4656 4.4281 7.0992
H 3.6186 1.3287 6.1963
H 4.6714 2.0528 7.4565
H 5.3864 1.3051 6.0110
```

orbital gap	7.637	eV
LUMO energy	-0.34	eV
spin multiplicity	1



[5]
# C17H34MnO2P2

A structure of composition C17H34MnO2P2 (ωB97M-V/def2-TZVPD, OMol25).

```
56
Properties=species:S:1:pos:R:3
P -0.5101 -1.4218 -1.8923
P 0.5377 1.9686 -1.2849
C -0.0727 -0.1032 -3.1532
C 0.9945 0.9004 -2.7069
H -1.0094 0.3971 -3.4378
H 0.2800 -0.6199 -4.0525
H 1.9520 0.4042 -2.4844
H 1.1710 1.6085 -3.5304
C -0.4031 3.2954 -2.0930
H -0.5882 4.1161 -1.3901
H -1.3669 2.9257 -2.4682
H 0.1816 3.6770 -2.9416
C 2.0008 2.7933 -0.6288
H 2.3048 3.5595 -1.3583
H 2.8468 2.1076 -0.4903
H 1.7805 3.2958 0.3233
C -2.0370 -2.3938 -2.4345
H -2.0664 -3.3626 -1.9164
H -1.9792 -2.5965 -3.5126
H -2.9813 -1.8670 -2.2536
C 0.4278 -2.7583 -3.0294
H 1.4480 -2.4247 -3.2604
H -0.0950 -2.9017 -3.9843
H 0.4758 -3.7232 -2.5064
Mn 1.1425 0.2172 3.8177
C -0.7973 1.0230 -0.5531
C -1.5865 -0.1980 -1.0008
C -2.1289 -0.9434 0.2183
C -1.1420 -2.0480 0.7062
C -0.0608 -2.4017 -0.2790
C 0.9570 -1.5131 -0.8767
C 1.3316 -0.3891 0.1026
C 0.2069 0.5381 0.5910
C 0.3406 -1.5228 4.4018
H -1.5035 1.7434 -0.1206
H -2.3963 0.0867 -1.6884
H -3.0949 -1.4111 -0.0122
H -2.3339 -0.2414 1.0282
H -0.7217 -1.8003 1.6993
H -1.7482 -2.9604 0.8742
H 0.0972 -3.4748 -0.4300
H 1.8399 -1.9441 -1.3533
H 2.1627 0.2086 -0.3097
H 1.7757 -0.8813 0.9903
H -0.3801 0.0902 1.3865
H 0.6394 1.4084 1.1185
H 1.0121 -1.8133 5.2324
H 0.3649 -2.2408 3.5647
H -0.6882 -1.3142 4.7486
C 1.1580 2.4937 5.1093
O -0.2561 2.4220 4.5992
C -0.4774 1.3181 3.8651
O -1.5133 1.0148 3.2733
H 1.0716 2.7663 6.1656
H 1.6426 3.3457 4.6169
H 1.7941 1.5459 5.0011
```

orbital gap (alpha / beta)	4.814 / 3.159	eV
total charge	+2
LUMO energy (alpha / beta)	-9.02 / -9.11	eV
expectation value of S²	4.132
spin multiplicity	4



[6]
# C17H34N3O7S3

A cluster of 3 separate species, C17H34N3O7S3 in total (ωB97M-V/def2-TZVPD, OMol25).

```
64
Properties=species:S:1:pos:R:3
C 0.2459 -1.2340 2.5445
C 1.3402 -0.8521 1.5593
O 0.8074 -0.2261 0.3705
C 0.0884 -1.0212 -0.4357
O 0.0707 -2.2296 -0.3777
C -0.7255 -0.2037 -1.4120
C -1.4850 -1.0363 -2.4570
C -2.9999 -1.0127 -2.1754
C -3.2952 -1.6159 -0.8338
C -3.6944 -0.8483 0.2837
C -3.9794 0.6322 0.1834
O -5.0805 0.9430 0.9872
C -4.9660 2.1477 1.7310
C -3.8013 -1.4910 1.4901
N -4.0650 -0.8158 2.6939
C -3.5689 -2.8827 1.5109
N -3.2799 -3.5944 0.4672
N -3.1507 -2.9459 -0.6781
S -2.7635 -4.1443 -1.9974
C -3.5505 -5.6068 -1.4113
O -1.3556 -4.3095 -1.9940
O -3.4325 -3.6693 -3.1608
H -0.5681 -0.5076 2.4880
H -0.1405 -2.2350 2.3503
H 0.6546 -1.2187 3.5537
H 1.9799 -0.0914 2.0065
H 1.9695 -1.7015 1.3003
H -0.1104 0.5567 -1.8927
H -1.4342 0.3580 -0.7960
H -1.3404 -0.5582 -3.4265
H -1.0925 -2.0440 -2.5527
H -3.5922 -1.4925 -2.9512
H -3.2918 0.0330 -2.1942
H -3.0760 1.1820 0.4782
H -4.2136 0.9288 -0.8397
H -5.2853 3.0039 1.1331
H -3.9519 2.2889 2.1089
H -5.6378 2.0640 2.5832
H -5.0200 -0.9040 3.0148
H -3.4223 -1.0976 3.4239
H -3.6322 -3.4175 2.4506
H -2.8041 -6.2372 -0.9407
H -4.3653 -5.3851 -0.7308
H -3.9737 -6.0430 -2.3159
C 3.9966 4.3702 1.6444
S 2.5425 3.3318 1.7703
O 2.7805 2.3763 2.8933
C 2.7994 2.4017 0.2703
H 4.0283 4.9973 2.5330
H 4.8861 3.7427 1.5987
H 3.9198 4.9894 0.7512
H 3.7615 1.8986 0.3028
H 2.7525 3.0556 -0.5979
H 1.9949 1.6712 0.2388
C 7.2584 1.4727 -0.8665
S 6.5805 3.1279 -0.9987
O 5.1464 2.9729 -1.3808
C 7.4690 3.5951 -2.4842
H 6.7906 0.9920 -0.0097
H 7.0330 0.9163 -1.7759
H 8.3346 1.5353 -0.7076
H 7.2306 2.8928 -3.2824
H 8.5391 3.5987 -2.2784
H 7.1451 4.5962 -2.7597
```

orbital gap	5.954	eV
total charge	+1
LUMO energy	-4.36	eV
spin multiplicity	1



[7]
# C17H34NO2PSiSn

A structure of composition C17H34NO2PSiSn (ωB97M-V/def2-TZVPD, OMol25).

```
57
Properties=species:S:1:pos:R:3
Sn -0.3853 -0.1799 -0.1020
Si -0.0159 2.3779 0.3219
P -3.0196 0.0211 -0.0766
N 0.0897 -0.5491 -2.1389
H -0.8479 -0.9722 1.8532
C -3.9413 -1.5402 -0.0668
H -5.0218 -1.3340 -0.0579
H -3.6652 -2.1263 0.8207
H -3.6880 -2.1238 -0.9626
C -3.6258 0.9861 1.3475
H -4.7230 1.0088 1.3053
H -3.2305 2.0097 1.3186
H -3.3083 0.5126 2.2858
C -3.5415 0.9356 -1.5588
H -4.6396 0.9252 -1.6036
H -3.1276 0.4560 -2.4558
H -3.1772 1.9695 -1.5132
C -0.2422 2.9713 2.0852
H 0.5458 2.5742 2.7420
H -1.2051 2.6963 2.5331
H -0.1679 4.0709 2.1047
H 1.3674 2.7506 -0.0746
H -1.0057 3.1399 -0.4949
C 0.2509 0.0376 -3.2960
C 0.6331 -0.3639 -5.7167
C 0.4802 -0.8386 -4.4288
C 0.2286 1.4598 -3.6312
C 0.3950 1.8967 -4.9297
C 0.6034 1.0071 -5.9908
H 0.7838 -1.0665 -6.5304
H 0.5096 -1.9114 -4.2100
H 0.0731 2.1760 -2.8100
H 0.3704 2.9586 -5.1540
H 0.7434 1.3740 -7.0132
C 0.2270 -0.7229 3.2032
O 0.8462 0.3370 2.6966
C 0.8098 -2.1310 3.0972
H 0.2930 -2.7510 3.8605
H 1.8738 -2.0815 3.3974
H 0.7623 -2.7494 2.1765
C -0.6704 -0.5659 4.4285
H -1.3832 -1.3896 4.5926
H -1.2201 0.3714 4.3880
H 0.0084 -0.5149 5.2993
C 3.7956 -2.1734 0.6345
C 4.2481 -0.8478 1.2680
C 3.0185 0.0427 1.1876
O 2.0478 -0.6109 0.3344
C 2.6107 -1.7829 -0.2540
H 4.6049 -2.6458 0.0663
H 3.4600 -2.8831 1.4097
H 5.0469 -0.3840 0.6774
H 4.6198 -0.9496 2.2934
H 2.5485 0.1763 2.1779
H 3.2085 1.0443 0.7570
H 2.9363 -1.5595 -1.2834
H 1.8128 -2.5379 -0.3103
```

orbital gap	4.000	eV
LUMO energy	-1.36	eV
spin multiplicity	1



Maximum force readings, ordered: 3.09 3.98 2.76 9.08 8.85 1.13 6.09 eV Å⁻¹
Energy readings, ordered: -2449.49276 -7738.95162 -7500.18340 -2059.41128 -2651.38681 -2553.31635 -1718.30395 a.u.